1.
# H8O4

4 unconnected molecules or ions with the total composition H8O4 (ωB97M-V/def2-TZVPD, OMol25).

```
12
Properties=species:S:1:pos:R:3:mulliken_charge:R:1
O -0.209 1.127 -0.664 -0.73
H 0.794 1.125 -0.669 0.33
H -0.370 0.206 -0.897 0.40
O -0.707 -1.332 -1.609 -0.68
H -1.016 -1.828 -2.364 0.30
H -1.035 -1.815 -0.766 0.33
O -2.284 1.523 0.918 -0.64
H -1.638 1.310 0.266 0.39
H -2.007 0.862 1.574 0.28
O 2.677 -0.475 0.997 -0.64
H 3.599 -0.354 1.354 0.32
H 2.194 -0.354 1.861 0.33
```

gap between HOMO and LUMO: 0.396 hartree
energy relative to the best compared isomer or geometry (same formula, charge and spin): 28.3 kcal/mol
spin multiplicity: 1
structure (SMILES): O.O.O.O

=====

2.
# H8O4

4 unconnected molecules or ions with the total composition H8O4 (ωB97M-V/def2-TZVPD, OMol25).

```
12
Properties=species:S:1:pos:R:3:mulliken_charge:R:1
O 7.778 -26.163 11.117 -0.66
H 7.259 -26.751 11.576 0.26
H 7.140 -25.827 10.531 0.39
O 9.668 -24.699 9.207 -0.62
H 9.731 -25.105 8.329 0.31
H 9.327 -25.488 9.627 0.30
O 5.004 -25.837 9.919 -0.69
H 5.027 -24.953 9.599 0.33
H 4.642 -25.715 10.811 0.33
O 8.859 -24.247 12.955 -0.63
H 8.569 -24.985 12.423 0.40
H 8.166 -23.973 13.484 0.27
```

gap between HOMO and LUMO: 0.407 hartree
energy relative to the best compared isomer or geometry (same formula, charge and spin): 26.1 kcal/mol
spin multiplicity: 1
structure (SMILES): O.O.O.O

=====

3.
# H8O4

4 unconnected molecules or ions with the total composition H8O4 (ωB97M-V/def2-TZVPD, OMol25).

```
12
Properties=species:S:1:pos:R:3:mulliken_charge:R:1
O 1.747 1.352 -1.104 -0.72
H 2.019 0.549 -1.498 0.34
H 0.903 1.395 -1.596 0.38
H 1.324 1.306 0.770 0.44
O 1.026 0.668 1.466 -0.29
H 0.832 -0.107 0.924 0.40
O -1.715 0.075 -2.259 -0.63
H -1.208 -0.741 -2.283 0.32
H -2.459 -0.084 -2.849 0.32
O -0.913 -1.673 3.127 -0.35
H -1.380 -1.688 2.280 0.40
H -0.175 -1.053 3.021 0.39
```

expectation value of S²: 0.76
total charge: +1
gap between HOMO and LUMO (alpha / beta): 0.397 / 0.119 hartree
energy relative to the best compared isomer or geometry (same formula, charge and spin): 33.9 kcal/mol
spin multiplicity: 2

=====

What did the second record say?
# H8O4

4 unconnected molecules or ions with the total composition H8O4 (ωB97M-V/def2-TZVPD, OMol25).

```
12
Properties=species:S:1:pos:R:3:mulliken_charge:R:1
O 7.778 -26.163 11.117 -0.66
H 7.259 -26.751 11.576 0.26
H 7.140 -25.827 10.531 0.39
O 9.668 -24.699 9.207 -0.62
H 9.731 -25.105 8.329 0.31
H 9.327 -25.488 9.627 0.30
O 5.004 -25.837 9.919 -0.69
H 5.027 -24.953 9.599 0.33
H 4.642 -25.715 10.811 0.33
O 8.859 -24.247 12.955 -0.63
H 8.569 -24.985 12.423 0.40
H 8.166 -23.973 13.484 0.27
```

gap between HOMO and LUMO: 0.407 hartree
energy relative to the best compared isomer or geometry (same formula, charge and spin): 26.1 kcal/mol
spin multiplicity: 1
structure (SMILES): O.O.O.O

=====

- What is the energy relative to the best compared isomer or geometry (same formula, charge and spin) in the third record?
  33.9 kcal/mol

=====

Copy entry 2 word for word.
# H8O4

4 unconnected molecules or ions with the total composition H8O4 (ωB97M-V/def2-TZVPD, OMol25).

```
12
Properties=species:S:1:pos:R:3:mulliken_charge:R:1
O 7.778 -26.163 11.117 -0.66
H 7.259 -26.751 11.576 0.26
H 7.140 -25.827 10.531 0.39
O 9.668 -24.699 9.207 -0.62
H 9.731 -25.105 8.329 0.31
H 9.327 -25.488 9.627 0.30
O 5.004 -25.837 9.919 -0.69
H 5.027 -24.953 9.599 0.33
H 4.642 -25.715 10.811 0.33
O 8.859 -24.247 12.955 -0.63
H 8.569 -24.985 12.423 0.40
H 8.166 -23.973 13.484 0.27
```

gap between HOMO and LUMO: 0.407 hartree
energy relative to the best compared isomer or geometry (same formula, charge and spin): 26.1 kcal/mol
spin multiplicity: 1
structure (SMILES): O.O.O.O